[1]
A molecular structure, C34H35N12O2S4Tl. Source: OMol25; level of theory: wB97M-V/def2-TZVPD.

```
88
Properties=species:S:1:pos:R:3:mulliken_charge:R:1
Tl -0.4183 0.2543 0.1613 0.77
N -5.0139 -0.2220 0.0389 -0.51
C -3.7959 -0.3202 0.6716 0.30
S -3.1805 1.0830 1.4003 -0.44
N -3.3263 -1.5617 0.7270 -1.17
N -2.0920 -1.6888 1.2089 0.77
C -1.6555 -2.8847 1.4716 -0.20
C -2.5002 -4.0931 1.2729 0.15
C -2.8501 -4.9275 2.3313 0.13
C -3.6668 -6.0288 2.1215 -0.70
C -4.1393 -6.3157 0.8493 -0.36
C -3.7964 -5.4881 -0.2113 -0.74
C -2.9860 -4.3856 -0.0011 -0.22
C -0.2709 -3.0484 1.9120 0.17
C 0.3080 -4.3267 2.0102 -0.59
C 1.6368 -4.4458 2.3573 -0.68
C 2.3733 -3.2992 2.6239 -0.87
C 1.7209 -2.0808 2.5229 0.07
N 0.4498 -1.9470 2.1756 0.17
H -5.2538 0.7073 -0.2627 0.25
H -5.2023 -0.9595 -0.6243 0.25
H -2.4796 -4.7079 3.3259 0.43
H -3.9382 -6.6704 2.9520 0.35
H -4.7743 -7.1782 0.6846 0.37
H -4.1599 -5.7078 -1.2080 0.36
H -2.6989 -3.7394 -0.8192 0.48
H -0.2800 -5.2081 1.7989 0.41
H 2.1019 -5.4234 2.4162 0.38
H 3.4197 -3.3469 2.8952 0.42
H 2.2595 -1.1574 2.7147 0.18
S -0.8041 3.5033 -0.2975 -0.29
C -1.8121 3.8406 -1.6890 -0.07
C -2.4634 5.0647 -1.7334 -0.67
C -3.4532 5.3554 -2.6799 0.36
C -4.0194 6.6490 -2.7296 0.09
N -4.4364 7.7258 -2.7527 -0.67
C -3.8419 4.3270 -3.5671 0.60
C -3.1299 3.1380 -3.5886 -0.85
C -2.0407 2.8836 -2.7283 -0.22
S -1.0593 1.5169 -3.0225 -0.39
C -4.9660 4.4912 -4.4207 0.08
N -5.8930 4.5922 -5.0981 -0.64
H -2.2052 5.8173 -1.0005 0.40
H -3.4043 2.3683 -4.2973 0.43
N 0.0440 1.1956 2.6582 -0.10
C 0.9974 2.3159 2.5910 1.36
C 1.0195 3.1169 3.9047 -1.09
C 1.9962 4.3104 4.0774 -0.50
C 1.8768 5.5621 3.1820 -0.99
N 2.1384 5.4114 1.7564 -0.04
C 3.2681 4.8990 1.2515 0.62
N 4.3952 4.8614 2.0149 -0.52
N 3.3390 4.6016 -0.0328 -0.45
C 2.3765 1.7631 2.0891 0.35
O 3.4185 2.0578 2.7160 -0.74
O 2.3353 1.0772 1.0385 -0.76
H -0.9150 1.4888 2.8097 0.19
H 0.3242 0.5231 3.3604 0.10
H 0.6372 2.9736 1.8048 -0.90
H 1.2617 2.4239 4.7169 0.30
H -0.0085 3.4676 4.0490 0.35
H 2.9967 3.8952 3.9808 0.22
H 1.8672 4.6633 5.1065 0.34
H 2.5794 6.3163 3.5573 0.29
H 0.8693 5.9691 3.2772 0.48
H 1.3411 5.3578 1.1006 0.23
H 4.2396 4.7133 2.9983 0.26
H 5.1056 4.2446 1.6552 0.30
H 2.3904 4.3973 -0.5157 0.20
H 4.1249 4.0499 -0.3388 0.25
N 2.9698 -1.1112 -0.8010 -0.19
C 2.2994 -1.9647 -1.5952 0.17
S 0.7952 -2.5514 -1.2370 -0.19
N 3.0428 -2.4056 -2.6813 -0.18
C 2.6245 -3.2412 -3.7252 0.38
C 1.3766 -3.0958 -4.3323 -0.13
C 1.0260 -3.9283 -5.3804 -0.73
C 1.8993 -4.9051 -5.8412 -0.43
C 3.1467 -5.0356 -5.2529 -0.52
C 3.5082 -4.2064 -4.2033 -0.60
H 2.4771 -0.5198 -0.1268 0.05
H 3.8228 -0.7065 -1.1537 0.21
H 4.0418 -2.3358 -2.5662 0.24
H 0.6987 -2.3327 -3.9835 0.66
H 0.0577 -3.8068 -5.8481 0.38
H 1.6113 -5.5592 -6.6545 0.35
H 3.8399 -5.7913 -5.6018 0.33
H 4.4814 -4.3136 -3.7367 0.30
```

E_LUMO = 3.6 eV
relative energy (zero: lowest compared OMol25 entry of this formula, charge and spin) = 263.1 kJ/mol
max |F| = 2.668 eV/Å
E_tot = -105840.1831 eV
molecular weight = 976.39 Da
HOMO energy = -0.032 Eh
charge = -2

=====

[2]
A molecular structure, C34H36BBrN10O6S6Sn. Source: OMol25; level of theory: wB97M-V/def2-TZVPD.

```
95
Properties=species:S:1:pos:R:3:mulliken_charge:R:1
Sn 14.0142 10.4301 9.1457 0.76
B 16.4073 10.4622 6.2372 0.06
N 15.9031 9.1121 6.8429 0.01
C 16.1834 7.8643 6.4473 -0.28
C 15.3376 6.9039 6.9971 -1.24
C 14.4077 7.7264 7.6856 -0.10
N 14.7452 9.0103 7.5917 0.27
N 16.5889 11.5190 7.4393 0.12
C 17.5859 12.3888 7.5930 -0.38
C 17.3689 13.2803 8.6104 -0.87
C 16.1130 12.8840 9.1037 -0.34
N 15.5988 11.8565 8.3838 0.29
H 15.6934 10.8812 5.3686 -0.16
H 17.5402 10.2060 5.7605 -0.18
H 16.9724 7.6962 5.7125 0.37
H 15.3646 5.8154 6.9306 0.39
H 13.4850 7.4225 8.1635 0.47
H 18.3999 12.3067 6.9028 0.40
H 17.9971 14.0910 9.0302 0.33
H 15.6284 13.3764 9.9316 0.49
S 19.1504 11.1560 15.6082 -0.42
C 18.0024 11.1341 14.4513 0.09
S 16.5006 12.0491 14.3722 -0.15
C 15.8675 11.4200 12.8428 -0.36
C 16.6640 10.4237 12.2613 -0.13
S 16.4296 9.4741 10.8742 -0.43
S 18.1466 9.9817 13.1658 -0.15
S 14.3756 12.0339 12.3496 -0.05
C 13.7516 6.2548 11.2844 -0.92
O 12.9733 7.4567 11.5009 0.26
C 12.4867 7.7343 12.7220 -0.14
C 12.5788 6.8174 13.7978 -0.74
C 11.7450 6.9861 14.8777 -0.48
Br 11.5345 5.5620 16.1192 -0.28
C 11.0110 8.1628 15.0182 -0.80
C 11.0290 9.1561 14.0338 0.78
C 11.7242 8.9176 12.8463 0.98
O 11.5225 9.5865 11.6799 0.35
C 10.1993 10.3424 14.2785 -0.12
N 8.9446 10.2936 14.6139 -0.80
C 8.4947 11.5849 14.7218 0.46
C 7.2204 12.0712 14.8137 -0.70
C 7.0402 13.4512 14.7701 -0.53
C 8.0931 14.3369 14.6019 -0.51
C 9.4063 13.8639 14.5450 -0.72
C 9.5810 12.4966 14.5078 0.53
N 10.6467 11.6555 14.1881 0.19
H 13.2495 5.3354 11.5749 0.41
H 14.7111 6.3219 11.8026 0.36
H 13.9542 6.2474 10.2104 0.05
H 13.2290 5.9734 13.7318 0.66
H 10.3190 8.2990 15.8387 0.51
H 11.3458 10.5427 11.8121 -0.35
H 6.4478 11.3164 14.8574 0.43
H 6.0379 13.8486 14.9548 0.32
H 7.9056 15.3924 14.5433 0.42
H 10.2436 14.5458 14.5102 0.35
H 11.5925 11.9673 14.0904 0.13
C 9.7681 7.1555 9.8294 -0.89
C 10.0814 7.9614 8.6695 0.01
N 11.2211 8.6758 8.5296 0.12
C 10.9959 9.4668 7.4191 0.78
C 9.7654 9.0869 6.7922 -0.41
N 9.2555 8.0698 7.6017 -0.07
C 9.1013 9.6572 5.6201 0.58
O 8.3819 8.7489 4.9111 -0.53
O 9.0871 10.8344 5.3337 -0.53
C 11.9110 10.4871 6.8868 0.27
O 12.0550 10.4912 5.6718 -0.70
O 12.4962 11.3025 7.7973 -0.75
H 10.5822 7.3396 10.5330 -0.06
H 9.6720 6.0932 9.5947 0.35
H 8.8593 7.5180 10.2957 0.37
H 8.3114 7.6908 7.4943 0.29
H 8.7640 7.8606 5.0530 0.35
C 12.0292 15.5340 8.0808 -1.18
N 11.2216 14.5083 8.7209 0.44
C 10.4762 13.7036 7.7552 -1.22
C 11.1763 14.3203 10.0748 -0.06
S 10.6729 12.8901 10.7928 -0.13
N 11.5522 15.4155 10.8360 0.48
C 10.6434 16.5727 10.8993 -0.95
C 12.5232 15.2543 11.9066 -0.54
H 12.6487 15.0860 7.3193 0.38
H 12.7200 16.0011 8.8010 0.35
H 11.3812 16.2981 7.6478 0.32
H 10.0725 14.3229 6.9592 0.37
H 9.6827 13.1609 8.2784 0.28
H 11.1225 12.9289 7.3125 0.26
H 10.0466 16.5942 9.9795 0.32
H 11.2371 17.4796 11.0266 0.32
H 9.9813 16.5009 11.7643 0.18
H 13.0774 14.3151 11.8026 0.06
H 12.0092 15.2066 12.8729 -0.05
H 13.2130 16.0896 11.9244 0.26
```

E_LUMO = 3.4 eV
relative energy (zero: lowest compared OMol25 entry of this formula, charge and spin) = 11.4 kJ/mol
max |F| = 3.320 eV/Å
E_tot = -204593.8094 eV
molecular weight = 1082.56 Da
HOMO energy = -0.025 Eh
charge = -2

=====

[3]
2 unconnected molecules or ions with the total composition C34H36BF6NO2. Source: OMol25; level of theory: wB97M-V/def2-TZVPD.

```
80
Properties=species:S:1:pos:R:3:mulliken_charge:R:1
C -1.6513 -2.6749 4.2227 -1.89
C -0.5726 -1.6063 4.1598 1.84
C 0.3827 -1.7095 5.3522 -1.94
O 0.1598 -1.8197 2.9768 -0.57
B 0.6220 -0.5141 2.5536 1.15
C 2.2325 -0.3809 2.9042 -0.32
C 2.7866 0.8196 3.3143 -0.37
C 4.1312 0.8525 3.6881 0.03
C 4.7621 2.1510 4.1054 0.88
F 5.7751 1.9690 5.0080 -0.29
F 5.3001 2.8005 3.0192 -0.27
F 3.8544 2.9984 4.6769 -0.27
C 4.9245 -0.2807 3.6522 -1.10
C 4.3399 -1.4712 3.2516 -0.03
C 5.1757 -2.7171 3.1959 0.84
F 4.4270 -3.8405 3.4236 -0.26
F 5.7554 -2.8592 1.9573 -0.27
F 6.1856 -2.7076 4.1175 -0.29
C 3.0043 -1.5284 2.8660 -0.47
C 0.4655 -0.5454 0.8598 -0.95
C 0.9693 0.6802 0.2429 0.30
C 0.2264 1.7301 -0.1732 -1.49
O -0.1080 0.5342 3.2085 -0.59
C -1.1197 -0.0867 3.9777 1.69
C -2.4161 -0.0631 3.1753 -1.99
C -1.2927 0.6638 5.2846 -1.90
H -2.2589 -2.5525 5.1253 0.32
H -2.2895 -2.6276 3.3346 0.36
H -1.1787 -3.6619 4.2455 0.45
H -0.1801 -1.7967 6.2884 0.38
H 1.0164 -2.5974 5.2426 0.38
H 1.0415 -0.8315 5.4154 0.30
H 2.1958 1.7290 3.3764 0.52
H 5.9685 -0.2428 3.9346 0.48
H 2.5817 -2.4855 2.5727 0.52
H 1.0651 -1.4171 0.5596 0.24
H -0.5921 -0.7461 0.6447 0.24
H 2.0468 0.7243 0.0990 0.44
H 0.7393 2.6816 -0.2910 0.16
H -0.8632 1.6728 -0.2903 0.48
H -3.2493 -0.4401 3.7780 0.36
H -2.6362 0.9690 2.8804 0.43
H -2.3301 -0.6725 2.2650 0.33
H -2.0687 0.1808 5.8871 0.35
H -0.3638 0.6864 5.8616 0.36
H -1.5966 1.6952 5.0830 0.43
C 1.4218 -0.8958 -4.5662 -1.66
C -0.0494 -0.8512 -4.5737 0.43
N -0.7880 -1.7682 -5.2560 0.24
C -0.2495 -2.9606 -5.9142 -0.91
C -2.1474 -1.4184 -5.2245 0.15
C -2.2606 -0.2378 -4.4539 0.56
C -3.5052 0.3440 -4.2734 -0.11
C -4.6289 -0.2840 -4.8188 -0.90
C -4.5109 -1.4628 -5.5756 -0.67
C -3.2487 -2.0354 -5.8032 -0.93
C -0.9217 0.1437 -4.0288 0.82
C -0.6022 1.2527 -3.2237 -1.08
C -1.1558 2.5624 -3.3931 0.64
C -1.9062 2.9441 -4.5461 -0.47
C -2.6090 4.1471 -4.5730 -0.61
C -2.6120 5.0045 -3.4611 -0.37
C -1.7771 4.7082 -2.3723 -0.72
C -0.9912 3.5670 -2.3998 -0.09
H 1.7697 0.0695 -4.1829 0.39
H 1.8124 -1.7029 -3.9220 0.36
H 1.8386 -1.0318 -5.5794 0.42
H -1.0911 -3.5229 -6.3296 0.33
H 0.4279 -2.6918 -6.7381 0.32
H 0.3030 -3.5972 -5.2055 0.32
H -3.5717 1.2747 -3.7162 0.55
H -5.6117 0.1515 -4.6564 0.40
H -5.4056 -1.9321 -5.9848 0.39
H -3.1045 -2.9411 -6.3878 0.24
H 0.1072 1.1237 -2.4128 0.86
H -1.9309 2.2700 -5.4044 0.51
H -3.1741 4.4177 -5.4693 0.41
H -3.2183 5.9104 -3.4555 0.40
H -1.7217 5.3770 -1.5096 0.41
H -0.2548 3.4044 -1.6212 0.34
```

E_LUMO = -3.1 eV
max |F| = 2.204 eV/Å
E_tot = -58408.9200 eV
molecular weight = 615.47 Da
HOMO energy = -0.248 Eh
charge = 0

=====

Computed Kohn-Sham gap, in the same sequence as the records: 4.47; 4.06; 3.62 eV.